1.
Molecular formula: C46H64F2NO30PS
Method: DFT, ωB97M-V with the def2-TZVPD basis set

Output
net charge	0

Cartesian coordinates (Å):
C: 1.63448 5.19848 -0.64394
C: 2.87165 5.30173 -1.63259
C: 2.59238 4.70279 -3.05984
C: 1.96168 3.25494 -3.04707
C: 2.00517 2.56240 -4.48611
C: 3.07510 1.38435 -4.54086
C: 2.46345 -0.01279 -4.91928
C: 3.52476 -1.14012 -5.23356
C: 4.71558 -1.23666 -4.20094
C: 4.68004 -2.50681 -3.26669
C: 3.30065 -2.76238 -2.54929
C: 2.64154 -1.49227 -1.88289
C: 2.71206 -1.58212 -0.32259
C: 1.92512 -2.61340 0.36725
C: 1.94712 -2.76417 1.83408
S: 0.97915 -4.03126 2.67076
O: 0.26438 -3.41655 3.78132
O: 0.03189 -4.66229 1.76814
F: 1.94855 -5.16565 3.32480
C: 2.79092 -1.85526 2.65115
C: 2.91698 -1.95540 4.20204
C: 2.21826 -0.77884 4.99092
F: 3.16683 -0.09914 5.79879
C: 3.51636 -0.83534 1.91603
C: 3.52102 -0.64647 0.45127
C: 4.44211 0.52768 0.00171
O: 4.64260 0.92744 -1.10188
N: 4.96400 1.00314 1.26276
P: 6.73534 0.83304 1.49801
O: 7.21387 2.12470 2.46594
O: 7.48695 1.03296 0.00120
C: 4.45306 0.29643 2.43145
O: 4.72430 0.55106 3.56638
H: 1.64674 6.05829 0.07016
H: 0.65178 5.18580 -1.17814
H: 1.79949 4.26923 -0.02554
H: 3.11002 6.38744 -1.78488
H: 3.77893 4.80306 -1.18862
H: 1.85038 5.37343 -3.58010
H: 3.52137 4.64621 -3.69633
H: 2.43014 2.62228 -2.24905
H: 0.87763 3.37657 -2.76222
H: 2.25588 3.32895 -5.26077
H: 1.00282 2.08391 -4.66225
H: 3.46360 1.28413 -3.48277
H: 3.98658 1.64058 -5.15341
H: 1.69124 -0.32121 -4.16003
H: 1.87491 0.14640 -5.87707
H: 3.86371 -1.04564 -6.29877
H: 2.96991 -2.12423 -5.18026
H: 4.84533 -0.33788 -3.54716
H: 5.66677 -1.31727 -4.80483
H: 5.54424 -2.40598 -2.54415
H: 4.90481 -3.41279 -3.89956
H: 2.63897 -3.29405 -3.27809
H: 3.50997 -3.49031 -1.70881
H: 1.54559 -1.50154 -2.15127
H: 3.04521 -0.51345 -2.23276
H: 1.27825 -3.31600 -0.21386
H: 2.46572 -2.91678 4.56374
H: 4.00163 -2.00219 4.50762
H: 1.66873 -0.07159 4.32049
H: 1.50267 -1.25254 5.72120
H: 6.44362 2.70613 2.62450
H: 8.44803 1.05331 0.18655
C: -2.45099 -1.46218 4.78686
C: -3.53893 -2.20304 4.07123
O: -4.71349 -1.81008 4.78244
C: -4.44317 -0.61709 5.37611
O: -5.25850 0.06976 5.90951
O: -3.12228 -0.30595 5.28113
H: -1.63249 -1.18537 4.12381
H: -2.04828 -2.02415 5.63380
H: -3.63536 -1.89638 3.02766
H: -3.40412 -3.28348 4.11051
C: -5.92767 3.91173 7.01439
C: -6.79758 3.18512 6.03318
O: -7.39787 4.24917 5.29145
C: -6.57749 5.32716 5.39667
O: -6.69871 6.32989 4.76122
O: -5.60050 5.11639 6.31785
H: -5.02825 3.35261 7.26842
H: -6.45457 4.16854 7.93141
H: -6.22322 2.55697 5.34858
H: -7.55488 2.57525 6.52024
C: -1.54052 9.17150 -0.64606
C: -0.72743 8.91124 0.59112
O: 0.29313 8.03568 0.12058
C: 0.42149 8.24266 -1.21773
O: 1.29659 7.79396 -1.88896
O: -0.58123 9.03171 -1.69048
H: -1.98209 10.16723 -0.65481
H: -2.33139 8.43134 -0.79133
H: -0.26137 9.81812 0.98483
H: -1.30910 8.44049 1.38272
C: -1.15469 -5.84876 -0.62486
C: -2.28305 -6.64289 -1.21922
O: -2.56870 -5.93574 -2.42409
C: -1.44552 -5.25603 -2.77102
O: -1.29377 -4.69911 -3.81493
O: -0.51840 -5.29324 -1.77756
H: -0.46127 -6.46649 -0.05783
H: -1.50533 -5.03541 0.01176
H: -1.98983 -7.66542 -1.47123
H: -3.15725 -6.67597 -0.57053
C: -1.65359 -1.36203 -2.26385
C: -3.14341 -1.30863 -2.45201
O: -3.63891 -1.60565 -1.14633
C: -2.66315 -1.27892 -0.25969
O: -2.80938 -1.24753 0.92425
O: -1.49718 -0.99272 -0.89272
H: -1.12336 -0.67049 -2.91634
H: -1.24748 -2.36560 -2.40878
H: -3.49421 -0.31572 -2.74504
H: -3.49873 -2.03814 -3.17879
C: -10.38735 3.96286 10.01470
C: -9.64557 3.77508 11.30891
O: -8.59885 2.87901 10.94656
C: -8.39634 3.01301 9.60936
O: -7.48358 2.53170 9.01505
O: -9.36977 3.76920 9.03669
H: -10.82877 4.95458 9.92506
H: -11.16776 3.21243 9.86588
H: -9.20369 4.70436 11.67733
H: -10.27085 3.34655 12.09117
C: 4.40195 -7.34413 -5.97974
C: 3.23033 -6.57489 -5.43408
O: 3.81010 -5.32399 -5.08076
C: 4.93290 -5.16908 -5.83447
O: 5.55925 -4.16042 -5.90461
O: 5.24284 -6.31672 -6.49623
H: 4.11512 -8.04253 -6.76507
H: 4.94502 -7.88774 -5.20242
H: 2.45383 -6.40524 -6.18472
H: 2.78252 -7.05507 -4.56472
C: -0.26055 -3.51864 -7.11113
C: -1.40223 -2.56504 -6.89607
O: -1.35350 -2.32604 -5.49322
C: -0.08412 -2.58143 -5.08304
O: 0.33488 -2.32098 -4.00001
O: 0.64354 -3.16999 -6.06691
H: 0.20787 -3.39743 -8.08734
H: -0.55794 -4.56304 -6.98695
H: -1.26110 -1.61704 -7.42167
H: -2.36269 -2.99008 -7.18513

Atomic forces in eV per Å
C 1.169 -0.341 0.233
C -0.117 0.296 -0.471
C -0.344 -0.526 0.061
C -0.634 0.617 -0.407
C 0.474 -0.742 0.914
C 0.152 -0.092 1.109
C -0.124 0.584 -1.154
C -0.798 -0.376 0.848
C 0.704 -0.465 -0.385
C 0.144 0.036 -0.375
C 1.045 -0.275 0.358
C -0.994 -0.508 0.577
C 0.071 0.593 0.472
C 0.721 0.514 1.592
C 2.525 1.761 -1.189
S -3.961 0.623 0.831
O 1.977 -0.532 -0.668
O 2.454 -0.030 0.178
F -0.637 1.489 -1.198
C -0.004 0.179 -1.170
C 0.110 -0.211 -0.087
C 0.027 -0.827 0.650
F -0.899 -0.425 -0.892
C -0.010 0.434 -1.756
C -2.069 -2.834 1.398
C -1.553 -1.587 1.831
O 0.313 0.145 0.486
N 1.299 0.507 -0.508
P 2.395 -0.588 0.863
O -1.562 -0.441 -1.487
O -1.000 0.767 1.223
C -1.717 -1.486 -0.741
O 0.296 0.259 -0.559
H -0.041 -0.775 -0.660
H 0.849 -0.099 0.471
H -0.679 0.764 -0.662
H -0.067 -1.085 0.229
H -0.902 0.407 -0.316
H 0.805 -0.532 0.370
H -0.729 0.316 0.747
H -0.235 0.392 -0.782
H 1.011 -0.197 -0.123
H -0.542 -0.617 0.530
H 0.837 0.686 -0.175
H -0.199 0.126 -1.128
H -1.036 -0.307 0.328
H 0.979 0.273 -0.591
H 0.459 -0.226 0.904
H -0.030 0.098 1.063
H 0.562 0.943 -0.241
H -0.336 -0.564 -0.725
H -0.850 0.105 0.718
H -1.009 -0.088 -0.498
H -0.256 1.039 0.805
H 0.238 0.770 0.723
H -0.297 0.517 -0.942
H 1.073 0.065 0.292
H -0.113 -0.947 0.324
H 0.717 0.764 0.444
H 0.460 0.965 -0.463
H -1.057 0.326 -0.452
H 0.694 -0.394 0.622
H 0.530 0.645 -0.822
H 0.536 -0.012 0.021
H -0.567 -0.047 -0.146
C 0.777 -0.123 0.007
C 0.007 -0.512 -0.668
O 0.160 0.489 0.364
C -0.233 0.141 0.075
O 0.161 -0.085 -0.112
O -0.557 -0.130 0.004
H -0.089 0.152 0.080
H -0.029 0.025 -0.015
H 0.015 0.029 0.094
H -0.178 0.053 0.120
C 0.322 -0.159 0.519
C -0.152 -0.767 -0.064
O 0.341 0.540 0.094
C -0.048 0.208 -0.188
O 0.034 -0.193 0.145
O -0.343 0.084 -0.479
H 0.028 0.160 -0.083
H 0.035 0.042 -0.131
H 0.003 0.049 0.049
H -0.041 0.152 -0.100
C -0.580 0.219 -0.065
C -0.153 0.137 0.617
O -0.082 0.176 -0.431
C 0.380 -0.130 -0.353
O -0.439 0.431 0.161
O 0.279 -0.216 0.244
H 0.120 -0.031 -0.178
H 0.057 -0.001 0.020
H 0.000 -0.027 -0.056
H 0.177 -0.125 -0.048
C 0.035 -0.075 0.612
C -0.288 -0.476 0.302
O 0.413 0.310 -0.148
C 0.088 0.056 -0.122
O -0.116 -0.274 0.151
O -0.385 0.007 -0.497
H 0.106 0.176 -0.124
H 0.030 -0.049 -0.066
H 0.003 0.052 -0.039
H -0.054 0.095 -0.200
C 0.251 -0.107 -0.391
C -0.278 0.055 -0.579
O 0.359 0.053 0.357
C 0.103 0.089 0.204
O 0.016 -0.073 -0.197
O -0.551 -0.047 0.365
H 0.070 -0.048 0.251
H -0.070 0.183 0.042
H 0.010 -0.016 0.069
H -0.066 -0.044 0.192
C -0.597 0.243 -0.088
C -0.170 0.176 0.577
O -0.022 0.061 -0.448
C 0.283 -0.246 -0.131
O -0.355 -0.002 0.334
O 0.324 -0.204 0.241
H 0.136 -0.039 -0.177
H 0.063 -0.004 0.008
H 0.002 -0.031 -0.054
H 0.180 -0.128 -0.032
C 0.073 -0.589 -0.100
C -0.564 -0.193 0.162
O 0.334 -0.085 -0.229
C 0.267 0.445 -0.100
O -0.122 -0.356 -0.131
O -0.217 0.278 0.211
H 0.155 0.133 -0.073
H -0.022 0.054 -0.004
H 0.051 0.016 0.006
H 0.049 0.211 0.051
C 0.124 -0.418 -0.493
C -0.493 0.162 -0.425
O 0.457 0.037 0.094
C 0.171 -0.117 0.267
O 0.156 -0.035 -0.519
O -0.335 0.220 0.315
H 0.157 0.051 0.160
H -0.026 0.064 0.068
H 0.040 -0.033 0.036
H -0.007 0.051 0.222


2.
Molecular formula: C28H27N7O3STl
Method: DFT, ωB97M-V with the def2-TZVPD basis set

Output
net charge	-1

Cartesian coordinates (Å):
Tl: 0.08249 0.15250 0.61555
O: -1.46828 -3.05798 3.54116
C: -1.24431 -2.23593 2.63451
N: -0.16608 -2.05125 1.87035
C: 0.94047 -2.90902 1.89438
C: 0.95852 -4.10261 2.63368
C: 2.01736 -4.99350 2.57766
C: 3.10712 -4.70749 1.77689
C: 3.13512 -3.52504 1.05553
C: 2.08381 -2.59514 1.08906
N: 2.08519 -1.41379 0.32836
C: 3.17037 -0.98638 -0.31355
O: 4.34224 -1.40941 -0.31372
C: 2.94790 0.21199 -1.22977
C: 4.06092 0.98131 -1.58699
C: 3.90338 2.05152 -2.44509
C: 2.64027 2.30965 -2.97205
C: 1.60087 1.47670 -2.59367
N: 1.74179 0.47200 -1.73185
C: -2.40284 -1.29405 2.33786
C: -3.32063 -1.03089 3.35549
C: -4.38816 -0.19245 3.10050
C: -4.54842 0.32105 1.81754
C: -3.60820 -0.01832 0.86163
N: -2.55462 -0.79130 1.11444
H: 0.10847 -4.32396 3.25495
H: 1.97703 -5.91197 3.15307
H: 3.93697 -5.40122 1.69763
H: 3.99510 -3.30260 0.44906
H: 5.01913 0.71253 -1.16669
H: 4.74767 2.67777 -2.70610
H: 2.47122 3.13329 -3.65361
H: 0.59699 1.62152 -2.98483
H: -3.15765 -1.48394 4.32245
H: -5.08791 0.06183 3.88744
H: -5.37480 0.97556 1.57289
H: -3.68475 0.34661 -0.15875
N: 2.50457 2.72416 1.92833
C: 1.38805 3.47701 1.76851
S: 0.73700 4.32458 3.03964
N: 0.95450 3.53732 0.48430
C: -0.28734 3.99514 0.00085
C: -1.47822 3.75304 0.67881
C: -2.67783 4.19284 0.14527
C: -2.70846 4.87182 -1.06519
C: -1.52341 5.09154 -1.75018
C: -0.31906 4.64954 -1.22616
H: 2.78462 2.55731 2.87780
H: 2.72104 1.99840 1.25809
H: 1.56691 3.14117 -0.21544
H: -1.46105 3.22302 1.61854
H: -3.59734 3.98597 0.67849
H: -3.64833 5.22706 -1.46843
H: -1.53923 5.61526 -2.69813
H: 0.60584 4.82485 -1.76330
C: -0.68760 -3.07709 -1.44389
N: -1.30807 -2.42205 -2.58211
C: -1.55419 -3.23223 -3.75427
C: -1.49347 -1.09474 -2.62530
O: -1.21783 -0.25166 -1.78229
H: -1.17864 -4.03306 -1.26002
H: -0.79855 -2.45771 -0.56341
H: 0.37918 -3.24896 -1.60914
H: -1.92500 -4.20909 -3.44615
H: -0.64018 -3.38251 -4.33762
H: -2.30167 -2.75974 -4.39171
H: -1.96000 -0.78878 -3.58131

Atomic forces in eV per Å
Tl 0.151 -0.295 0.277
O -0.021 0.112 0.032
C 0.286 -0.145 -0.146
N -0.191 0.352 -0.195
C 0.098 -0.116 0.024
C -0.046 0.003 -0.014
C 0.087 -0.034 -0.066
C -0.074 -0.095 0.013
C 0.013 0.069 -0.047
C 0.044 -0.177 0.147
N -0.147 0.205 -0.150
C -0.199 -0.308 0.096
O -0.004 0.116 0.059
C 0.090 0.242 -0.220
C 0.042 0.031 0.151
C -0.121 0.018 0.018
C 0.095 -0.017 0.053
C -0.126 0.109 -0.002
N 0.024 -0.177 0.086
C -0.183 0.024 -0.004
C 0.016 0.078 0.064
C 0.060 -0.019 -0.052
C 0.010 0.004 0.061
C -0.033 0.057 -0.075
N 0.124 -0.107 -0.012
H -0.024 0.022 -0.009
H -0.004 0.020 0.021
H 0.021 0.030 0.031
H 0.001 0.060 -0.032
H 0.010 -0.029 -0.014
H 0.012 -0.009 -0.010
H -0.025 -0.031 -0.031
H 0.007 0.019 0.064
H 0.007 -0.019 -0.007
H -0.019 -0.024 -0.008
H -0.003 -0.015 -0.037
H 0.014 0.051 0.034
N 0.057 -0.116 -0.202
C 0.130 0.155 -0.044
S -0.156 0.021 0.148
N 0.160 -0.095 -0.116
C -0.169 0.117 -0.025
C 0.030 -0.026 0.049
C 0.025 -0.007 -0.016
C -0.005 0.010 0.033
C -0.090 -0.007 -0.087
C 0.062 0.029 0.048
H 0.016 0.024 0.048
H -0.041 -0.020 0.048
H -0.046 -0.079 -0.028
H 0.031 -0.027 0.009
H 0.006 0.026 0.009
H 0.008 -0.024 -0.024
H 0.041 -0.016 -0.002
H 0.025 -0.003 0.033
C 0.202 0.036 0.089
N 0.018 -0.132 0.206
C 0.069 0.078 -0.072
C -0.073 0.556 -0.172
O -0.183 -0.605 -0.241
H -0.028 0.013 -0.024
H -0.018 0.099 0.198
H -0.015 0.014 -0.013
H -0.056 0.008 -0.003
H -0.008 -0.046 0.014
H 0.029 0.005 0.001
H -0.013 0.006 0.038


Kohn-Sham gap, record by record: 7.705, 6.279 eV
Molecular weight, record by record: 1212.03, 746.02 g/mol